The following is a quantum chemistry calculation of a molecular structure, C12H13NO2 at a distorted geometry, from OMol25.

Output
2S+1: 1
lowest unoccupied orbital energy: 0.69 eV
E_HOMO: -6.66 eV

Last column: natural (NBO) charge in e.
Cartesian coordinates (Å):
O -0.89 -0.82 2.05  -0.60
C -1.48 0.01 1.45  0.81
O -1.41 1.40 1.77  -0.72
H -0.83 1.40 2.45  0.47
C -2.67 -0.42 0.26  -0.42
C -2.23 -1.26 -0.63  -0.48
H -3.11 -1.79 -1.01  0.21
H -1.59 -1.92 -0.33  0.22
C -1.41 -0.39 -1.82  -0.41
C -0.22 0.33 -1.11  -0.17
C -0.26 1.93 -0.94  0.10
N 0.83 2.19 -0.40  -0.52
C 1.67 0.79 -0.11  0.17
C 2.88 0.91 0.71  -0.21
C 3.34 -0.47 0.71  -0.23
C 2.58 -1.59 0.47  -0.22
C 1.49 -1.58 -0.26  -0.13
C 0.89 -0.19 -0.41  -0.17
H 1.03 -2.18 -0.76  0.17
H 3.04 -2.50 0.61  0.21
H 4.23 -0.61 1.26  0.20
H 3.28 1.78 1.21  0.24
H 1.20 3.16 -0.02  0.41
H -0.97 2.52 -1.11  0.18
H -2.01 0.43 -2.52  0.22
H -0.85 -1.11 -2.44  0.20
H -3.52 -0.90 0.94  0.23
H -3.00 0.87 -0.03  0.21

The following is a quantum chemistry calculation of a molecular structure, C13H16N6O6S5SbW, from OMol25.

Output
charge: +2
2S+1: 2
lowest unoccupied orbital energy (spin up / spin down): -7.99 / -8.41 eV
E_HOMO (spin up / spin down): -14.76 / -14.76 eV

Last column: natural (NBO) charge in e.
Cartesian coordinates (Å):
W -0.14 2.47 -0.17  1.39
N -1.34 1.58 -3.82  -0.63
N -2.48 0.80 -3.64  -0.39
C -3.03 0.65 -2.43  0.64
N -4.19 0.03 -2.34  -0.73
N -2.26 1.11 -1.39  -0.40
N -2.82 1.24 -0.21  0.63
O -2.05 1.84 0.65  -0.46
O -3.91 0.88 0.15  -0.33
H -1.54 2.34 -4.45  0.39
H -0.59 1.01 -4.20  0.38
H -2.97 0.41 -4.44  0.40
H -4.70 -0.24 -3.17  0.43
H -4.63 -0.08 -1.44  0.46
S -3.41 4.76 1.75  -0.17
Sb -1.23 5.26 0.88  1.09
S -1.53 4.02 -1.21  -0.26
S 0.08 3.35 1.86  -0.09
O 2.11 2.16 0.18  -0.90
S 2.12 2.85 -1.16  2.52
O 3.30 3.05 -1.89  -0.80
O 0.97 1.97 -1.81  -0.87
O 1.22 4.04 -0.83  -0.88
N 0.00 0.48 0.29  -1.05
S 1.31 -0.52 0.10  1.15
C 2.16 -0.52 1.65  -0.28
C 1.62 0.02 2.80  -0.23
C 2.37 -0.04 3.97  -0.17
C 3.63 -0.63 3.96  -0.16
C 4.15 -1.16 2.79  -0.19
C 3.42 -1.10 1.62  -0.14
C 0.56 -2.11 0.04  -0.20
C -0.10 -2.66 1.14  -0.23
C -0.65 -3.92 1.01  -0.17
C -0.54 -4.61 -0.20  -0.15
C 0.13 -4.06 -1.28  -0.19
C 0.69 -2.79 -1.17  -0.21
H -0.69 0.12 0.94  0.42
H 0.64 0.48 2.81  0.22
H 1.97 0.37 4.89  0.24
H 4.20 -0.67 4.88  0.24
H 5.13 -1.61 2.79  0.24
H 3.83 -1.50 0.70  0.23
H -0.14 -2.14 2.09  0.24
H -1.16 -4.38 1.84  0.24
H -0.96 -5.60 -0.29  0.24
H 0.23 -4.61 -2.20  0.24
H 1.22 -2.35 -2.00  0.24

The following is a quantum chemistry calculation of C5H14N2 in the gas phase at a distorted geometry, from OMol25.

Output
SMILES: CNCC[C@H](C)N
2S+1: 1
lowest unoccupied orbital energy: 1.14 eV
E_HOMO: -8.85 eV

Last column: natural (NBO) charge in e.
Cartesian coordinates (Å):
C -1.71 0.19 2.41  -0.43
N -1.98 0.81 1.08  -0.62
C -1.28 0.12 -0.01  -0.22
C 0.23 0.18 0.14  -0.41
C 0.96 -0.52 -1.01  -0.04
C 2.48 -0.28 -0.87  -0.63
N 0.41 -0.08 -2.29  -0.84
H -1.15 -0.74 2.34  0.18
H -1.20 0.88 3.06  0.19
H -2.66 -0.02 2.90  0.19
H -2.97 0.68 0.94  0.35
H -1.50 0.66 -0.91  0.21
H -1.58 -0.93 -0.09  0.16
H 0.63 -0.27 1.05  0.20
H 0.61 1.20 0.26  0.20
H 0.77 -1.56 -0.94  0.18
H 2.75 -0.05 0.16  0.21
H 2.79 0.45 -1.62  0.21
H 3.06 -1.17 -1.15  0.21
H 0.42 0.93 -2.35  0.35
H 0.91 -0.46 -3.09  0.36

The following is a quantum chemistry calculation of C3H3NO3 in the gas phase at a distorted geometry, from OMol25.

Output
SMILES: O=CC(C=O)=NO
2S+1: 1
lowest unoccupied orbital energy: -1.06 eV
E_HOMO: -9.81 eV

Last column: natural (NBO) charge in e.
Cartesian coordinates (Å):
O -0.70 1.16 2.16  -0.48
C -0.96 0.76 1.02  0.36
C -0.23 -0.13 0.12  -0.04
C 1.17 -0.51 0.48  0.36
O 1.48 -0.53 1.64  -0.44
N -0.69 0.02 -1.08  0.01
O 0.24 -0.55 -1.93  -0.54
H -2.04 1.08 0.68  0.13
H 1.89 -0.65 -0.34  0.15
H -0.15 -0.64 -2.74  0.48

The following is a quantum chemistry calculation of 4 unconnected molecules or ions with the total composition C11H20NO10S at a distorted geometry, from OMol25.

Output
charge: -1
2S+1: 1
lowest unoccupied orbital energy: 3.04 eV
E_HOMO: -5.44 eV

Last column: natural (NBO) charge in e.
Cartesian coordinates (Å):
N -2.44 -0.59 0.35  0.71
O -1.39 -1.23 0.57  -0.59
O -2.77 0.35 1.10  -0.53
O -3.11 -0.84 -0.67  -0.55
O 1.80 -2.08 -1.82  -0.57
C 1.10 -2.81 -1.19  0.81
O 1.49 -3.35 -0.01  -0.49
C 0.70 -4.49 0.28  -0.07
C -0.60 -4.35 -0.51  -0.44
C -0.23 -3.39 -1.65  -0.53
H 0.50 -4.58 1.35  0.19
H 1.23 -5.42 0.01  0.16
H -1.36 -3.82 0.08  0.24
H -1.05 -5.32 -0.74  0.20
H -1.03 -2.67 -1.77  0.28
H -0.04 -3.91 -2.59  0.22
O -0.47 1.73 3.63  -0.58
C 0.59 1.50 3.13  0.80
O 1.56 2.44 3.01  -0.51
C 2.66 1.99 2.23  -0.07
C 2.34 0.54 1.77  -0.44
C 1.05 0.19 2.50  -0.56
H 3.56 1.96 2.85  0.15
H 2.89 2.70 1.44  0.22
H 3.21 -0.08 1.98  0.20
H 2.21 0.52 0.68  0.24
H 1.30 -0.53 3.28  0.23
H 0.23 -0.16 1.87  0.29
O 1.71 2.64 -0.33  -0.96
S 0.40 3.12 -0.62  2.39
O 0.09 4.51 -0.64  -0.95
O 0.09 2.56 -2.09  -0.71
C -1.22 2.79 -2.63  -0.09
C -1.91 1.46 -2.83  -0.65
C -0.77 2.22 0.39  -0.89
H -1.07 3.25 -3.61  0.18
H -1.84 3.54 -2.13  0.20
H -2.96 1.52 -3.14  0.22
H -2.03 0.98 -1.85  0.24
H -1.40 0.76 -3.48  0.22
H -1.76 2.43 -0.01  0.26
H -0.69 2.74 1.35  0.26
H -0.54 1.17 0.45  0.27

The following is a quantum chemistry calculation of a molecular structure, C27H35N5Na, from OMol25.

Output
charge: -1
2S+1: 1
lowest unoccupied orbital energy: 2.15 eV
E_HOMO: -3.28 eV

Last column: natural (NBO) charge in e.
Cartesian coordinates (Å):
Na 0.67 -0.27 -0.64  0.85
C -0.56 -1.08 2.59  -0.40
C -0.77 -2.54 2.15  -0.41
C -0.38 -2.83 0.69  -0.22
N 0.83 -2.19 0.28  -0.58
C 2.01 -2.59 0.67  0.20
C 2.27 -3.78 1.40  -0.34
C 3.39 -4.21 2.06  -0.16
C 4.59 -3.56 2.29  -0.38
C 4.95 -2.31 1.81  -0.15
C 4.31 -1.50 0.91  -0.40
C 3.09 -1.69 0.19  0.30
N 2.77 -1.05 -0.90  -0.57
C 3.68 -0.15 -1.52  -0.23
C 3.47 1.31 -1.08  -0.41
C 2.22 1.96 -1.69  -0.23
N 1.06 1.80 -0.86  -0.56
C 0.53 2.73 -0.12  0.21
C 1.02 4.06 -0.07  -0.37
C 0.60 5.20 0.56  -0.14
C -0.48 5.40 1.42  -0.38
C -1.38 4.42 1.83  -0.15
C -1.44 3.09 1.50  -0.40
C -0.66 2.26 0.65  0.30
N -0.92 0.99 0.44  -0.60
C -2.03 0.32 1.04  -0.23
C -1.77 -0.17 2.47  -0.40
H 0.25 -0.66 2.00  0.23
H -0.25 -1.09 3.64  0.20
H -1.82 -2.82 2.29  0.18
H -0.17 -3.18 2.79  0.20
H -1.17 -2.45 0.03  0.17
H -0.36 -3.93 0.56  0.17
H 1.43 -4.47 1.42  0.19
H 3.30 -5.19 2.53  0.19
H 5.30 -4.06 2.94  0.19
H 5.91 -1.93 2.17  0.19
H 4.82 -0.57 0.70  0.20
H 3.50 -0.20 -2.60  0.18
H 4.74 -0.43 -1.35  0.17
H 4.36 1.89 -1.37  0.19
H 3.38 1.33 0.01  0.21
H 1.99 1.45 -2.63  0.18
H 2.46 3.01 -1.94  0.16
H 1.90 4.22 -0.68  0.19
H 1.19 6.09 0.36  0.19
H -0.62 6.40 1.81  0.19
H -2.15 4.77 2.51  0.19
H -2.26 2.57 1.99  0.19
H -2.21 -0.57 0.43  0.17
H -2.96 0.92 1.04  0.16
H -2.67 -0.69 2.84  0.18
H -1.61 0.71 3.10  0.20
C -4.00 -1.27 -3.95  -0.58
C -3.64 -0.32 -2.80  -0.17
C -4.37 -0.73 -1.52  -0.59
C -3.97 1.13 -3.18  -0.59
C -2.20 -0.42 -2.59  0.33
N -1.08 -0.54 -2.49  -0.33
H -5.07 -1.23 -4.15  0.21
H -3.73 -2.29 -3.69  0.22
H -3.46 -0.99 -4.85  0.22
H -5.44 -0.77 -1.69  0.20
H -4.17 -0.02 -0.72  0.23
H -4.03 -1.72 -1.19  0.22
H -5.04 1.23 -3.38  0.20
H -3.43 1.42 -4.08  0.22
H -3.70 1.81 -2.38  0.23

Energy relative to the best compared isomer or geometry (same formula, charge and spin) list, top to bottom, in eV: 9.891, 0.699, 0.940, 4.153, 0.000, 0.580